No. 1
# C29H56FO4

A cluster of 2 separate species, C29H56FO4 in total at a distorted geometry (ωB97M-V with the def2-TZVPD basis set, the OMol25 dataset).

**DFT total energy**: -41874.6716 eV
**HOMO energy**: -3.341 eV
**Gap between HOMO and LUMO**: 5.07 eV

The geometry in ORCA input format:
```
! RIJCOSX wB97M-V def2-TZVPD def2/J DEFGRID3
* xyz -1 1
H -6.105 -0.483 -3.449
H -4.516 -0.887 -2.475
H 7.365 -0.834 2.735
H 8.268 -1.598 -1.177
H -5.814 1.054 -0.638
C 0.148 3.419 -1.674
F 8.909 -0.584 2.383
H -6.214 -3.805 -1.406
C 5.615 -4.017 0.169
H 0.361 4.282 -2.436
H 7.306 1.440 1.467
H 5.828 -2.753 2.524
C -3.701 0.929 3.573
H -4.099 -1.047 1.728
H 5.046 -4.548 -0.735
H -6.409 -1.758 3.863
H 5.720 1.199 2.456
C 6.310 0.795 1.517
H 5.442 -1.795 -0.525
H 1.305 2.585 0.178
H 8.465 -2.081 -3.023
H -7.036 -1.963 1.567
O -9.791 -2.949 -1.568
H 6.256 1.027 -0.825
C -8.557 -2.559 -1.897
C -6.324 -1.115 1.124
H -3.170 0.180 -0.881
C 5.080 -2.475 0.377
C -1.441 3.478 -1.182
C 5.531 -1.838 1.821
H 2.611 4.665 -1.940
H -3.425 0.224 4.466
H -3.527 2.076 3.785
H 0.307 2.350 -2.180
H 8.606 -4.324 -2.028
C -5.609 -0.419 -2.366
C 7.225 -4.124 -0.204
C -4.172 1.927 -2.074
H 4.643 0.290 -0.100
H -4.228 2.993 -1.538
H -4.856 2.071 1.114
H 7.519 -5.262 -0.018
H 7.874 -3.493 0.543
H 6.735 -4.205 -2.515
H -4.077 2.177 -3.232
C -2.829 1.123 -1.527
H 5.440 -4.620 1.172
H 3.893 -2.527 0.340
C -5.140 -0.819 2.216
C -6.408 -1.429 -1.300
C -1.896 2.039 -0.503
O -7.561 -3.097 -2.841
H -7.020 -0.207 0.879
C 6.773 -0.770 1.705
C -5.325 -1.974 3.412
H 6.706 -1.687 -2.324
H -1.561 4.303 -0.343
H -0.898 1.498 -0.178
C -5.581 1.134 -1.801
C 7.749 -2.167 -2.082
O -5.673 -1.724 -0.060
H -4.576 -1.818 4.309
H 3.095 1.766 -1.274
O -7.886 -1.389 -1.283
H -2.118 3.814 -2.076
H -5.276 -3.024 -2.770
C 7.571 -3.788 -1.776
H -2.175 0.664 -2.410
H -5.930 0.569 3.945
H -5.571 2.877 2.689
C -6.264 -2.878 -2.120
C -5.234 0.629 2.977
H 3.146 4.835 -0.086
C -5.592 1.904 2.010
C 1.210 3.598 -0.400
H 4.190 2.665 1.155
H 4.606 -1.235 2.257
H 5.602 3.364 0.075
H -6.714 1.832 1.613
C 4.741 2.572 0.119
H 7.511 -1.159 0.879
H -5.354 -3.066 2.991
C 2.715 4.090 -0.907
H -2.594 2.299 0.430
H 4.330 2.888 -2.153
H -2.964 0.657 2.677
H -6.470 1.786 -2.249
H 0.725 4.372 0.368
C 5.501 1.083 0.090
C 3.702 2.773 -1.146
*
```

=====

No. 2
# C3H7NO

An isolated molecule of C3H7NO (ωB97M-V with the def2-TZVPD basis set, the OMol25 dataset).

**DFT total energy**: -6760.8940 eV
**HOMO energy**: -9.878 eV
**ΔE to the lowest compared entry with this formula, charge and spin**: 1.856 eV
**Gap between HOMO and LUMO**: 10.91 eV

The geometry in ORCA input format:
```
! RIJCOSX wB97M-V def2-TZVPD def2/J DEFGRID3
* xyz 0 1
H 0.996 -1.308 1.614
C 0.133 -0.702 1.343
N 1.437 -0.006 -0.618
H -0.834 -1.039 1.721
H -0.837 0.871 -1.629
H 1.607 0.862 -1.120
H 1.368 -0.746 -1.311
H -1.625 1.222 -0.075
O 0.348 0.703 1.380
H -1.725 -0.407 -0.780
C -1.072 0.463 -0.638
C 0.203 0.089 0.113
*
```

=====

No. 3
# C8H28N8Na3O10

A structure of composition C8H28N8Na3O10 at a distorted geometry (ωB97M-V with the def2-TZVPD basis set, the OMol25 dataset).

**DFT total energy**: -54396.5899 eV
**HOMO energy**: -11.348 eV
**Gap between HOMO and LUMO**: 5.96 eV

The geometry in ORCA input format:
```
! RIJCOSX wB97M-V def2-TZVPD def2/J DEFGRID3
* xyz 1 1
N -2.470 3.037 1.482
O 0.287 3.375 1.021
H -0.034 0.943 3.978
O -3.517 -2.938 -1.812
N -1.494 -3.686 -0.948
H 1.033 -3.015 -3.703
H 3.054 -1.967 0.769
C 0.738 -2.120 -3.155
H -0.620 -1.197 2.140
N -2.449 -4.735 -2.668
O -2.618 3.129 3.729
H -1.753 -5.440 -2.506
H 2.064 4.868 2.208
H 0.888 -1.295 -3.862
N 3.825 -0.094 -2.158
O -0.872 -1.315 0.298
H -1.355 -2.885 -0.346
H -4.555 4.290 1.501
H 2.964 1.738 1.454
H 3.023 -2.890 2.327
O 1.472 -2.038 -1.954
C 1.425 3.104 1.426
H 1.536 1.229 0.598
H -1.670 0.428 3.532
Na -0.544 2.523 -1.100
Na -3.385 -1.305 0.567
H 1.488 0.577 -2.163
C -2.530 -3.723 -1.783
H 3.194 3.542 2.356
O 1.294 -3.037 1.262
C -0.625 0.446 3.211
H 2.120 -1.429 2.219
C -3.078 3.414 2.626
O -1.825 0.513 -0.422
H -3.190 -4.822 -3.341
H -4.810 4.396 3.191
O -0.290 -0.913 3.004
H 0.661 -2.436 0.852
H -0.337 -2.133 -2.949
N 2.020 1.124 -2.823
H -1.558 2.617 1.556
O 0.305 0.247 -0.717
H -0.715 -4.321 -1.007
C 2.455 -2.282 1.624
H -2.981 2.947 0.624
H 1.584 1.775 -3.451
N -4.248 4.061 2.429
H 3.186 -0.467 -1.478
O 4.053 1.319 -3.870
Na -3.248 0.989 -2.393
H 4.821 -0.218 -2.159
C 3.317 0.814 -3.028
N 2.055 1.946 1.090
C -0.788 -0.203 -0.274
H 0.938 -1.460 -1.390
H -0.552 1.073 2.318
N 2.309 3.901 2.064
*
```

=====

No. 4
# C6H10

An isolated molecule of C6H10 at a distorted geometry (ωB97M-V with the def2-TZVPD basis set, the OMol25 dataset).

**DFT total energy**: -6382.4283 eV
**HOMO energy**: -9.507 eV
**ΔE to the lowest compared entry with this formula, charge and spin**: 1.431 eV
**Gap between HOMO and LUMO**: 10.75 eV

The geometry in ORCA input format:
```
! RIJCOSX wB97M-V def2-TZVPD def2/J DEFGRID3
* xyz 0 1
C 1.130 -0.912 1.112
H 2.162 -1.183 1.423
H 0.920 1.786 -1.109
H 0.519 -0.781 1.995
H -2.100 -1.173 -0.371
C -1.084 0.926 -0.621
C 0.392 1.275 -0.296
C 0.124 -1.214 -0.160
H 1.967 -0.269 -0.716
H -1.261 1.009 -1.705
C 1.078 -0.082 -0.122
H -1.793 1.612 -0.136
H 0.484 1.911 0.596
C -1.260 -0.543 -0.017
H -1.464 -0.348 1.038
H 0.187 -2.013 -0.911
*
```

=====

No. 5
# C5H9O6

A cluster of 2 separate species, C5H9O6 in total at a distorted geometry (ωB97M-V with the def2-TZVPD basis set, the OMol25 dataset).

**DFT total energy**: -17606.9830 eV
**HOMO energy (alpha / beta)**: -8.860 / -9.970 eV
**Gap between HOMO and LUMO (alpha / beta)**: 9.41 / 8.01 eV

The geometry in ORCA input format:
```
! RIJCOSX wB97M-V def2-TZVPD def2/J DEFGRID3
* xyz 0 4
C 0.323 -0.873 0.081
O -2.340 0.020 0.708
H 1.366 0.481 1.429
H 1.501 -1.264 1.849
O -0.233 -0.366 2.452
C 0.805 -0.472 1.532
H -2.238 1.177 -0.969
H -0.202 1.788 -2.050
H -0.403 -1.694 0.214
C -1.710 0.532 -0.240
C 0.303 0.848 -1.780
C -0.345 0.273 -0.600
H 2.091 -3.007 -1.003
H 1.366 1.067 -1.584
O -1.916 3.005 0.819
O -0.837 2.393 0.815
O 1.402 -1.257 -0.738
O 1.869 -2.549 -0.171
H -1.050 -0.273 1.890
H 0.250 0.169 -2.653
*
```

=====

No. 6
# C2H2N3P

A cluster of 2 separate species, C2H2N3P in total at a distorted geometry (ωB97M-V with the def2-TZVPD basis set, the OMol25 dataset).

**DFT total energy**: -15860.9697 eV
**HOMO energy (alpha / beta)**: -9.834 / -9.733 eV
**ΔE to the lowest compared entry with this formula, charge and spin**: 3.733 eV
**Gap between HOMO and LUMO (alpha / beta)**: 6.28 / 6.03 eV

The geometry in ORCA input format:
```
! RIJCOSX wB97M-V def2-TZVPD def2/J DEFGRID3
* xyz 0 1
H -1.878 1.036 -0.443
N 0.845 -2.353 -0.209
P -1.846 0.301 0.753
N 1.903 2.048 -0.414
N 0.781 0.022 0.340
C 1.362 1.078 -0.100
H -2.017 -0.911 0.068
C 0.850 -1.220 0.006
*
```

=====

No. 7
# C42H49FMoN6O6P2

A structure of composition C42H49FMoN6O6P2 at a distorted geometry (ωB97M-V with the def2-TZVPD basis set, the OMol25 dataset).

**DFT total energy**: -88713.4808 eV
**HOMO energy (alpha / beta)**: -11.832 / -12.050 eV
**ΔE to the lowest compared entry with this formula, charge and spin**: 2.912 eV
**Gap between HOMO and LUMO (alpha / beta)**: 5.99 / 6.07 eV

The geometry in ORCA input format:
```
! RIJCOSX wB97M-V def2-TZVPD def2/J DEFGRID3
* xyz 2 1
C -2.943 0.337 3.161
N -1.321 0.628 1.390
C 5.124 1.798 1.734
C 2.096 -2.103 -0.545
C 0.878 4.662 4.175
C -4.661 -4.492 1.475
F -5.068 -3.084 -4.894
C 3.639 -0.838 5.193
C 3.028 0.082 4.354
H -1.662 -0.230 -0.838
H 2.199 5.867 2.996
N 1.398 0.486 0.740
H -6.326 -1.817 -3.030
N 2.193 -0.049 -2.718
C 4.442 -2.064 3.288
C 2.271 3.805 2.419
C 5.188 2.391 -0.980
O 0.166 2.756 -0.971
P -0.138 1.592 -1.859
H 3.234 -3.434 0.652
C -0.668 2.635 -3.431
C -1.674 -2.884 -0.182
H -2.550 -2.555 -4.867
H -2.162 3.589 2.729
C -3.514 -3.556 1.202
H -4.955 -4.531 3.402
H 2.669 -0.180 -1.764
C -2.932 1.690 3.429
H 5.224 2.635 -2.031
C -1.374 1.952 1.622
C -2.160 2.519 2.593
H -0.358 3.234 5.186
H -1.449 -1.049 -3.209
H 1.463 -0.782 -2.696
H -3.556 -0.308 3.767
C 1.784 2.527 2.667
C 0.809 2.322 3.640
C -2.596 0.347 -1.249
H -5.064 1.642 5.837
O 0.964 -1.827 -1.082
H -4.005 -2.184 2.744
O -5.388 -4.169 2.622
C 3.844 -1.144 2.445
H 0.210 -2.328 2.678
H 3.070 1.934 -0.939
H -5.237 -0.317 -1.373
H 3.959 -1.214 1.371
H -2.784 -4.664 -0.511
C 4.000 1.988 -0.394
N -1.453 3.700 -2.796
C -4.649 -0.808 -2.135
C -2.521 -1.222 -3.178
H 3.588 -0.707 6.264
H 2.520 0.939 4.770
C 1.540 1.244 -2.956
H 3.014 3.959 1.648
H 5.087 1.576 2.792
C 6.339 2.487 -0.212
H 5.014 -2.882 2.877
C 3.114 -0.080 2.978
H 1.520 -4.225 2.090
H -2.329 3.264 -2.477
C -3.278 -0.587 -2.201
H -0.994 -3.039 -1.016
C 1.813 4.873 3.174
N -1.461 -1.763 0.541
C -3.118 -2.061 -4.097
H -4.305 -5.531 1.488
H 0.235 -3.922 0.913
C 4.337 -1.912 4.663
C 6.305 2.206 1.146
O -4.468 1.259 5.186
H 1.717 -1.812 2.304
C -3.738 2.272 4.550
H 0.195 3.093 -3.911
C -2.659 -3.787 0.103
Mo -0.075 -0.353 0.099
C -3.327 -2.404 1.935
H 7.266 2.790 -0.672
H 0.406 1.328 3.796
O 3.077 -1.368 -0.672
H 7.200 2.300 1.743
H 1.256 1.267 -4.007
H 2.880 -0.276 -3.445
C -4.487 -2.262 -4.016
H 0.546 5.490 4.784
C 0.369 3.391 4.401
H 4.821 -2.617 5.321
H -0.889 3.865 -1.921
H -0.741 2.556 0.982
H -3.045 2.763 5.253
N 0.863 -2.206 1.908
H -5.361 -4.407 0.634
H -4.397 3.051 4.138
C -2.176 -0.175 2.109
H -3.254 0.585 -0.395
C 1.163 -3.520 1.328
H 2.224 2.068 -2.766
H -1.261 2.091 -4.159
C -5.262 -1.644 -3.049
C 2.228 -3.403 0.231
C 3.977 1.676 0.956
H 2.126 -4.232 -0.474
C -2.307 -1.505 1.589
H -1.606 4.537 -3.362
P 2.460 1.109 1.755
O -2.064 1.455 -1.803
*
```

=====

No. 8
# C9H4ClNNdO4

A structure of composition C9H4ClNNdO4 at a distorted geometry (ωB97M-V with the def2-TZVPD basis set, the OMol25 dataset).

**DFT total energy**: -46842.8121 eV
**HOMO energy (alpha / beta)**: -19.424 / -19.427 eV
**Gap between HOMO and LUMO (alpha / beta)**: 4.72 / 4.90 eV

The geometry in ORCA input format:
```
! RIJCOSX wB97M-V def2-TZVPD def2/J DEFGRID3
* xyz 3 4
Cl 0.341 2.625 3.456
C 0.098 1.149 1.216
H 0.536 -0.078 4.358
Nd -0.914 -0.003 -1.788
C 1.716 0.004 -2.265
C -0.284 -2.177 -1.946
O -0.280 3.350 -1.850
H 0.110 -2.145 0.610
C 0.399 -0.064 3.286
C -2.275 -0.008 -4.261
O -0.282 -3.350 -1.939
O 2.877 0.005 -2.457
O -2.997 0.002 -5.125
H -0.003 2.086 0.679
N 0.035 -0.030 0.516
C 0.277 1.142 2.606
C 0.340 -1.252 2.564
C 0.160 -1.219 1.175
C -0.283 2.176 -1.893
H 0.429 -2.214 3.058
*
```

=====

No. 9
# C30H63F9O24S6

A cluster of 9 separate species, C30H63F9O24S6 in total at a distorted geometry (ωB97M-V with the def2-TZVPD basis set, the OMol25 dataset).

**DFT total energy**: -170735.0809 eV
**HOMO energy**: -10.661 eV
**Gap between HOMO and LUMO**: 10.80 eV

The geometry in ORCA input format:
```
! RIJCOSX wB97M-V def2-TZVPD def2/J DEFGRID3
* xyz 0 1
F 2.677 0.033 4.116
F -3.037 -1.899 0.625
H 3.690 6.210 -3.083
C -0.575 -1.311 2.371
O -2.641 -3.753 3.169
H -1.230 -5.384 1.455
C 5.122 -3.212 2.001
H -0.937 6.779 -4.975
C 4.474 2.728 -3.778
H -4.089 -6.197 6.410
H -0.659 1.352 -5.440
O -4.135 5.949 0.307
H 4.871 7.037 -1.935
O 0.194 2.129 4.280
O -1.016 0.771 0.717
F 4.259 -1.016 5.232
H 0.318 0.983 -6.811
H 0.643 1.305 -1.449
H -5.573 -4.329 5.240
H -3.123 -6.752 -0.265
S -2.992 5.080 0.597
C 3.882 6.603 -2.085
H -1.258 -6.986 0.814
C -1.141 1.084 6.113
H -1.949 -8.249 5.352
F -1.991 1.749 6.893
H 0.073 3.988 3.313
C -3.542 3.330 1.098
C 3.363 -2.063 3.204
O -0.817 -1.582 -4.239
S 3.740 5.247 -0.864
C -3.225 -6.286 0.715
H -5.290 -2.986 4.226
H 4.688 -4.211 2.016
O 1.509 5.226 -4.593
C -0.861 4.295 -0.791
C 0.252 2.937 3.086
H 3.083 7.274 -1.769
C 4.938 3.415 -2.471
F -5.082 -2.593 0.465
H 5.512 4.324 -2.653
O -3.022 -5.843 4.662
H 2.332 1.257 -2.210
H 1.630 3.400 1.384
S -3.161 -4.202 4.490
H 1.160 2.577 -4.471
H -1.501 5.065 -5.062
H -2.324 -5.994 6.500
C 5.077 -2.503 0.667
H 1.821 -3.930 -3.728
O 4.949 5.162 -0.061
O -1.044 -4.190 -4.446
O 1.377 -0.257 0.699
F -3.979 -2.174 -1.288
S 0.717 5.177 -5.811
H -0.519 2.580 2.402
H -2.647 2.707 1.075
F -1.692 -0.147 5.890
H 6.147 -3.500 2.235
H -3.889 3.417 2.128
C -2.076 -1.695 -3.605
C 1.711 1.129 -1.323
H -0.263 -2.327 2.132
H -0.727 3.334 -0.295
O -2.125 2.064 4.194
H -1.769 0.388 -3.047
H 4.104 3.538 -4.405
H 0.789 -3.227 -2.464
H -3.784 -8.382 5.400
C 1.665 2.937 2.370
H 5.556 2.744 -1.875
H 1.872 -2.146 -3.488
O -2.260 4.681 -0.792
H -1.905 -6.673 2.436
C -5.046 -4.044 4.329
H -1.929 -2.128 -2.616
H 0.745 0.342 -5.233
H 1.806 1.863 2.248
H -2.806 -2.313 -4.128
H -0.413 5.101 -2.690
C -3.257 -4.055 -0.180
C -3.141 -6.431 5.926
O -3.867 -5.014 0.571
H -1.635 -1.223 2.608
O -2.760 -3.572 5.728
H -0.877 3.341 -2.784
O 0.392 -2.820 -6.015
H 1.920 -1.065 -1.127
C -0.989 5.875 -5.582
H 2.413 3.451 2.973
C 1.111 2.559 -5.560
C 0.378 1.229 -5.750
S -0.123 -3.043 -4.665
C -3.835 -2.620 -0.041
O 1.313 5.646 -7.048
H 1.970 1.927 -0.627
C 2.009 -0.142 -0.554
H 5.115 -1.414 0.714
H 5.943 -2.866 0.114
O -1.957 5.556 1.573
H -1.353 6.142 -6.574
O -0.638 -1.465 -0.301
H -3.405 -0.239 -2.695
C 1.257 -3.045 -3.432
H 5.344 2.266 -4.245
C 3.165 -1.177 4.488
H 2.153 2.658 -5.865
H 4.206 -2.556 0.014
O 3.739 3.895 -1.885
C -1.838 -6.288 1.418
H 0.675 3.792 -2.126
S -0.303 -0.490 0.699
F 2.344 -1.815 5.256
C -2.576 -0.253 -3.402
O 2.451 5.385 -0.217
H -2.915 0.224 -4.321
H -2.792 -8.327 6.839
H -4.232 2.977 0.332
O 2.477 -2.396 2.393
H -0.331 5.114 -0.306
H 0.122 -0.763 3.006
H 3.066 -0.133 -0.285
H 3.672 1.992 -3.836
H -3.922 -6.796 1.380
H -5.427 -4.627 3.490
C -1.081 1.841 4.780
C -0.360 4.118 -2.222
O 0.263 3.595 -6.080
C -2.882 -7.941 5.824
F 0.059 0.917 6.642
O -2.401 -4.318 -1.004
O 4.637 -2.414 3.146
*
```